187
Properties=species:S:1:pos:R:3:forces:R:3:mulliken_charge:R:1 method="wB97M-V/def2-TZVPD" total_energy_ev=-97189.2195 largest_force_ev_per_a=3.82 multiplicity=1
Cs -11.781 2.186 3.388 -0.110 0.210 0.306 1.54
C -14.891 3.248 5.645 2.827 -0.536 1.412 -1.00
O -15.057 2.684 4.343 -1.073 -0.392 0.502 0.39
O -13.501 3.460 5.846 -2.158 0.957 -0.833 -0.95
C -15.866 4.499 5.839 1.650 -1.211 -1.589 0.36
F -15.629 5.344 4.829 0.526 1.097 -0.477 -0.25
F -17.151 4.180 5.670 -0.510 -0.515 0.724 -0.22
F -15.689 5.153 6.980 -0.104 -0.113 0.176 -0.12
C -15.938 1.525 4.206 0.862 0.256 -1.078 0.67
C -15.839 1.197 2.724 -0.278 0.805 0.157 -0.94
H -14.814 1.159 2.356 0.049 -0.251 0.211 0.09
H -16.385 0.293 2.454 -0.050 0.142 -0.051 0.59
H -16.275 2.099 2.293 -0.201 -0.286 -0.781 -0.28
H -16.981 1.780 4.394 0.084 0.022 0.513 -0.12
H -15.605 0.641 4.751 0.144 0.371 0.719 -0.28
H -15.097 2.533 6.440 -1.201 -0.414 -0.073 0.11
C -17.239 8.548 2.535 -0.537 -0.697 -0.002 -0.36
C -16.224 9.582 2.456 1.453 2.416 0.609 -0.26
O -16.625 10.740 1.699 0.081 -0.579 -0.374 -0.57
H -16.838 7.723 3.124 -0.213 -0.255 -0.065 -0.22
H -17.508 8.243 1.524 -0.420 -0.236 0.208 0.27
H -18.040 9.018 3.104 -0.624 -0.549 -0.286 0.44
H -15.238 9.267 2.113 -0.139 -0.015 -0.329 0.26
H -16.095 10.000 3.454 0.561 -0.376 0.459 0.16
H -17.361 11.106 2.194 -0.133 0.234 -0.183 0.31
C -13.112 0.535 8.127 -1.674 -1.071 -1.250 -0.73
C -13.530 -0.379 6.881 2.013 1.044 0.182 0.08
O -12.965 0.289 5.770 0.512 0.145 -1.513 -0.45
H -12.251 1.165 7.901 0.308 -0.536 -0.175 0.25
H -12.952 -0.046 9.036 -0.263 0.327 0.088 0.51
H -13.940 1.243 8.153 -0.109 0.065 0.894 -0.06
H -14.572 -0.502 6.585 -0.437 -0.046 1.163 -0.12
H -13.032 -1.348 6.858 -0.222 -0.165 0.470 0.37
H -12.958 1.232 5.952 -0.269 0.575 0.091 0.00
C -8.523 6.100 4.225 0.282 -0.215 0.152 -1.27
C -9.430 4.854 4.386 0.980 1.935 0.677 0.41
O -10.320 4.870 3.298 0.099 -0.983 -0.784 -0.43
H -7.977 6.429 5.109 -0.102 -0.330 0.361 0.35
H -9.134 6.952 3.929 0.014 -0.060 -0.169 0.30
H -7.753 5.922 3.474 -0.149 0.053 -0.262 0.34
H -10.040 5.004 5.277 0.349 -0.532 0.222 -0.28
H -8.806 3.963 4.457 -0.421 -0.249 -0.146 0.28
H -10.972 5.498 3.619 -0.903 0.050 -0.234 -0.07
C -17.761 -2.654 5.562 -1.868 -0.220 0.769 -0.10
C -19.137 -3.308 5.214 1.136 -0.055 -0.127 -0.52
O -19.483 -2.982 3.877 -0.306 -0.358 -0.007 -0.52
H -16.797 -3.117 5.351 -0.414 -0.241 -0.382 0.42
H -17.903 -2.551 6.637 0.817 0.415 0.254 -0.01
H -17.885 -1.676 5.096 0.681 0.151 0.188 -0.21
H -19.870 -2.892 5.906 -0.107 0.232 -0.033 0.24
H -19.194 -4.384 5.381 0.257 -0.066 -0.437 0.40
H -19.702 -2.048 3.921 -0.269 0.224 -0.331 0.22
C -13.696 8.898 8.536 -0.992 -1.222 -0.349 -0.94
C -13.833 7.472 9.141 0.934 1.048 -1.972 0.80
O -12.972 7.388 10.225 -0.287 -0.251 2.035 -0.58
H -13.848 9.670 9.290 0.407 -0.041 -0.007 0.41
H -14.470 9.036 7.781 -0.123 0.057 -0.162 0.02
H -12.747 8.921 8.001 0.134 0.476 0.398 0.26
H -13.354 6.778 8.450 -0.801 -0.227 -0.771 -0.76
H -14.847 7.162 9.396 -0.049 0.097 -0.184 0.45
H -13.620 7.237 10.917 0.768 -0.045 0.905 0.35
C -17.429 -4.851 -0.523 -0.645 0.755 0.822 -1.13
C -18.159 -3.794 0.360 -0.817 -1.169 0.842 0.09
O -19.152 -4.459 1.262 1.305 0.245 -1.875 -0.53
H -16.888 -5.572 0.089 0.039 0.083 0.004 0.28
H -16.738 -4.324 -1.181 0.135 -0.064 0.029 0.32
H -18.131 -5.402 -1.149 -0.125 0.090 0.100 0.37
H -18.635 -3.053 -0.283 -0.409 -0.126 -0.092 0.26
H -17.474 -3.214 0.979 0.337 -0.228 0.090 0.08
H -19.381 -3.899 2.008 0.218 0.391 0.196 0.34
C -15.646 2.135 -2.667 -0.634 -0.729 -0.218 -0.77
C -17.047 2.198 -3.340 0.531 -0.377 0.693 -0.20
O -17.529 3.523 -3.493 -0.306 -0.300 0.063 -0.53
H -14.887 1.870 -3.403 0.208 0.390 0.129 0.36
H -15.648 1.338 -1.924 0.035 -0.206 -0.047 0.30
H -15.396 3.022 -2.085 -0.058 0.244 -0.406 0.08
H -17.741 1.605 -2.744 -0.338 0.661 0.464 0.23
H -17.088 1.612 -4.258 0.476 0.402 -0.557 0.25
H -16.806 4.097 -3.755 0.095 -0.086 -0.101 0.30
C -15.479 -1.659 10.525 1.367 -0.089 -1.677 -0.98
C -16.612 -1.292 9.574 0.030 1.177 0.796 0.45
O -17.580 -0.490 10.243 -0.552 0.068 -0.242 -0.57
H -15.417 -2.712 10.801 -0.350 0.290 0.702 0.39
H -15.220 -0.888 11.251 -0.954 -0.370 0.662 0.32
H -14.582 -1.511 9.924 0.363 -0.485 -0.389 0.11
H -17.059 -2.118 9.022 0.006 -0.313 0.270 0.14
H -16.223 -0.600 8.826 0.049 -0.072 -0.165 -0.19
H -17.876 -0.908 11.055 0.056 -0.209 0.006 0.29
C -15.214 2.442 11.034 1.323 -0.426 -0.429 -1.17
C -14.155 3.364 10.455 -0.407 -0.768 -1.540 0.92
O -14.902 4.376 9.776 -0.001 1.501 0.660 -0.18
H -15.378 2.823 12.042 -0.903 -0.277 -0.158 0.42
H -14.856 1.414 11.086 0.180 -0.030 0.316 0.10
H -16.032 2.400 10.316 -0.397 0.226 0.610 0.32
H -13.617 3.055 9.559 0.644 -1.653 0.735 -0.60
H -13.423 3.637 11.215 -0.130 0.785 0.027 0.23
H -14.327 4.610 9.044 -0.404 0.593 -0.239 -0.05
C -6.991 2.700 7.143 0.406 -1.098 -0.246 -0.89
C -7.900 1.468 6.959 1.855 -1.023 2.522 -0.28
O -8.989 1.785 6.262 -2.196 0.668 -3.054 -0.33
H -6.058 2.569 7.691 -0.267 -0.392 0.601 0.42
H -7.571 3.506 7.593 0.178 0.233 -0.375 0.18
H -6.586 2.872 6.146 -0.508 0.820 -0.203 0.21
H -8.348 1.036 7.854 0.963 0.087 1.164 0.32
H -7.384 0.608 6.534 0.257 0.214 -0.506 0.29
H -9.545 2.337 6.817 -0.694 0.379 -0.231 0.34
C -11.201 3.403 -1.382 0.788 1.231 -0.187 -0.82
C -9.856 4.174 -1.226 -0.255 -3.003 0.607 -0.21
O -9.613 4.926 -2.347 0.149 1.638 -0.835 -0.54
H -11.349 2.662 -0.597 -0.195 0.293 0.101 0.25
H -11.262 2.903 -2.349 0.456 -0.136 0.002 0.39
H -11.971 4.171 -1.454 -0.368 -0.187 0.516 0.15
H -9.041 3.450 -1.235 0.018 -0.755 0.495 0.26
H -9.696 4.708 -0.290 -0.782 0.337 0.175 0.24
H -8.755 5.285 -2.110 0.181 0.589 -0.847 0.33
C -19.064 4.278 2.722 0.071 0.337 0.800 -0.08
C -20.432 3.924 2.135 -0.116 0.624 -1.548 -0.65
O -20.507 2.659 1.438 -0.050 0.481 1.071 -0.52
H -18.984 4.380 3.804 -0.449 -0.349 0.186 0.10
H -18.788 5.275 2.380 0.222 -0.081 -0.270 0.30
H -18.273 3.574 2.464 -0.120 -0.088 -0.350 -0.17
H -20.620 4.703 1.396 0.139 0.076 -0.513 0.38
H -21.331 4.107 2.724 0.338 -0.946 0.783 0.37
H -19.787 2.669 0.803 0.020 -0.060 -0.127 0.30
C -11.857 8.091 3.850 -1.043 0.113 0.037 -1.43
C -13.006 7.111 4.186 0.720 0.560 -0.320 0.34
O -12.444 5.944 4.701 1.150 -0.496 0.137 0.95
H -12.259 9.100 3.943 0.197 0.159 0.332 0.45
H -11.499 8.075 2.821 0.156 -0.607 0.049 0.29
H -11.056 7.915 4.568 0.051 0.261 -0.095 0.28
H -13.549 6.827 3.285 -0.546 0.508 0.007 -0.23
H -13.610 7.538 4.987 -0.494 0.299 -0.371 0.36
H -13.121 5.332 4.998 -0.253 -0.833 0.328 -0.65
C -19.789 5.041 8.704 0.107 -0.591 -0.160 -1.43
C -18.287 5.094 8.811 0.354 -0.504 0.189 0.90
O -17.970 4.575 10.078 0.103 -0.299 0.878 -0.62
H -20.124 5.247 7.687 -0.229 0.495 0.187 0.35
H -20.300 5.572 9.507 0.060 0.512 -0.373 0.37
H -20.051 3.999 8.892 -0.005 -0.186 -0.065 0.34
H -17.774 6.051 8.723 -0.497 0.481 -0.373 0.13
H -17.830 4.423 8.083 -0.212 0.104 -0.445 -0.42
H -17.034 4.364 10.056 0.338 0.040 0.223 0.23
C -14.811 5.817 0.733 0.587 -0.813 -2.034 -0.88
C -14.549 4.272 0.539 0.471 0.501 1.506 0.18
O -13.753 3.801 1.645 -0.325 0.077 0.516 0.06
H -15.333 6.242 -0.124 -0.757 -0.361 -0.062 0.53
H -13.901 6.402 0.604 0.413 -0.261 0.884 0.32
H -15.377 6.058 1.633 0.251 -0.228 0.070 0.04
H -13.909 3.842 -0.232 -0.624 1.100 -1.011 -0.24
H -15.490 3.724 0.593 -0.214 0.057 -0.443 0.10
H -14.358 3.858 2.388 0.147 -0.174 0.802 -0.19
C -10.652 5.690 7.686 -0.260 1.847 -0.304 -1.22
C -11.161 4.361 8.095 0.176 -0.682 -0.468 1.37
O -10.985 3.410 6.992 0.470 0.569 1.830 -0.13
H -9.627 5.775 7.325 0.041 -0.670 -0.104 0.22
H -10.684 6.433 8.483 -0.260 -0.149 0.424 0.47
H -11.322 6.076 6.918 0.198 0.107 -0.304 0.07
H -12.228 4.413 8.313 -0.095 0.087 -0.023 -1.22
H -10.680 4.075 9.030 0.232 -0.790 -0.235 0.53
H -11.844 3.393 6.563 -0.924 -0.106 -0.445 0.22
C -13.970 -3.600 0.841 1.219 -0.456 -0.605 -0.65
C -12.907 -4.373 0.012 -0.485 -1.160 1.865 -0.42
O -13.343 -4.741 -1.239 -0.527 0.916 -2.937 -0.48
H -13.538 -3.498 1.836 -0.311 0.089 0.171 0.33
H -14.902 -4.165 0.874 0.108 -0.020 0.069 0.05
H -14.177 -2.610 0.435 0.072 0.008 -0.083 0.24
H -12.789 -5.397 0.367 0.433 0.263 1.851 0.22
H -11.908 -3.942 -0.041 -0.128 0.583 0.319 0.38
H -12.552 -4.657 -1.776 -0.406 -0.204 -0.641 0.31
C -16.476 11.603 7.113 -0.224 0.815 0.386 -1.10
C -17.302 10.358 6.934 1.365 -0.332 -0.170 0.12
O -18.601 10.680 6.630 -2.045 0.440 -0.220 -0.56
H -15.400 11.474 7.225 -0.098 -0.198 0.119 0.28
H -16.914 12.076 7.992 0.434 0.200 0.274 0.36
H -16.655 12.342 6.332 0.099 -0.198 -0.418 0.35
H -17.322 9.834 7.890 0.085 -0.405 -0.218 0.25
H -16.942 9.732 6.117 0.577 -0.456 0.241 0.01
H -18.616 11.019 5.732 -0.173 0.112 -0.004 0.31
C -19.203 0.888 6.137 0.663 -0.986 1.316 -0.44
C -20.372 1.269 5.274 0.502 -0.022 -0.515 0.06
O -21.185 0.125 5.011 0.219 -0.215 0.036 -0.52
H -18.648 1.696 6.614 -0.556 0.438 0.106 0.24
H -18.373 0.301 5.743 -0.306 -0.022 -1.093 -0.30
H -19.561 0.195 6.898 -0.166 0.325 0.507 0.39
H -19.961 1.631 4.331 -0.402 0.316 -0.273 -0.03
H -20.961 2.050 5.756 0.064 0.077 -0.031 0.40
H -22.113 0.331 5.148 0.087 0.088 -0.057 0.28